(1)
This record from the Open Molecules 2025 dataset describes a 2-piece molecular cluster, C4H13N3O overall. The level of theory is ωB97M-V/def2-TZVPD.

Structure (XYZ):
```
21
Properties=species:S:1:pos:R:3:forces:R:3:nbo_charge:R:1
C 1.334 0.700 -1.078 -0.314 0.191 -0.482 -0.75
C 0.579 -0.373 -0.352 1.233 -0.155 1.390 0.62
O 0.357 -1.469 -0.818 -0.401 0.358 -0.088 -0.58
C 0.328 -0.122 1.193 -0.278 -0.339 -0.745 -0.16
C 1.643 -0.328 1.951 -0.118 0.141 -0.270 -0.61
N -0.664 -1.034 1.736 -0.094 0.095 0.067 -0.82
H 1.754 0.319 -2.006 0.032 -0.084 0.028 0.23
H 2.112 1.146 -0.468 0.093 -0.049 0.167 0.22
H 0.608 1.477 -1.328 0.130 -0.008 0.028 0.27
H -0.017 0.907 1.352 0.048 -0.066 -0.112 0.19
H 2.044 -1.317 1.737 0.054 -0.093 0.000 0.21
H 1.458 -0.251 3.020 -0.050 0.014 0.027 0.23
H 2.384 0.416 1.671 0.108 0.011 -0.007 0.21
H -1.553 -0.914 1.261 0.022 -0.103 0.057 0.35
H -0.370 -1.991 1.557 -0.063 0.090 -0.056 0.37
N -1.724 1.080 -1.281 0.266 -0.268 0.438 -0.71
N -2.324 -0.102 -1.902 -0.318 -0.060 0.058 -0.68
H -1.836 0.975 -0.253 -0.401 0.444 -1.187 0.35
H -2.245 1.882 -1.634 -0.107 -0.256 0.619 0.36
H -1.855 -0.904 -1.484 0.052 0.150 -0.194 0.36
H -2.013 -0.095 -2.873 0.105 -0.015 0.260 0.34
```
Forces are in eV/Å.

Summary:
Total charge: 0
M, g mol⁻¹: 119.17
Calculated total energy, hartree: -399.66392
LUMO level, eV: 0.95

***

(2)
This record from the Open Molecules 2025 dataset describes a 3-piece molecular cluster, C4H13N3O overall. The level of theory is ωB97M-V/def2-TZVPD.

Structure (XYZ):
```
21
Properties=species:S:1:pos:R:3:forces:R:3:nbo_charge:R:1
C 0.296 0.466 -1.124 5.256 0.534 3.120 0.16
N 1.141 0.097 0.000 -3.452 1.122 -3.068 -0.48
C 0.554 -0.400 1.254 1.049 -0.100 2.507 -0.09
N 0.080 -1.775 1.101 0.786 1.690 0.167 -0.74
C -0.201 1.774 -1.412 -3.038 1.357 2.656 -0.32
C -0.250 2.863 -0.540 1.306 -0.977 -1.246 -0.22
O 2.513 -2.661 1.098 0.208 0.350 -0.592 -1.24
N -2.589 -0.396 -0.217 -2.090 -1.999 -1.116 -1.07
H -1.774 0.087 -0.390 1.438 1.222 -1.167 0.34
H 0.563 -0.071 -1.981 0.173 -0.992 -1.370 0.20
H 1.984 -0.436 -0.216 -0.451 -0.971 -0.231 0.44
H -0.173 0.333 1.672 0.298 -0.496 -0.568 0.18
H 1.451 -0.492 1.964 -1.352 0.428 -0.770 0.25
H 0.974 -2.315 1.227 0.696 -0.899 0.361 0.45
H -0.005 -1.942 0.124 -1.075 -0.200 -0.991 0.34
H -0.949 1.802 -2.202 0.553 0.019 -0.438 0.23
H -0.755 3.814 -0.830 0.363 -1.055 0.320 0.22
H 0.436 2.877 0.324 -0.621 0.044 -0.350 0.21
H 2.956 -3.128 0.368 -0.345 0.194 0.483 0.43
H -2.881 -0.121 0.667 -0.893 0.316 1.839 0.36
H -3.373 -0.374 -0.888 1.191 0.411 0.453 0.37
```
Forces are in eV/Å.

Summary:
Total charge: 0
M, g mol⁻¹: 119.17
Calculated total energy, hartree: -399.47128
LUMO level, eV: -3.20

***

(3)
This record from the Open Molecules 2025 dataset describes a 2-piece molecular cluster, C4H13N3O overall. The level of theory is ωB97M-V/def2-TZVPD.

Structure (XYZ):
```
21
Properties=species:S:1:pos:R:3:forces:R:3:nbo_charge:R:1
C -0.678 1.405 -0.908 -0.782 -1.293 4.550 0.02
C -0.833 1.593 -2.223 -1.023 0.393 -3.007 -0.42
N 0.379 1.263 -3.021 2.054 1.751 0.702 -0.67
N -1.641 1.232 0.031 1.214 1.221 -2.166 -0.84
H 0.367 1.347 -0.482 -0.698 -0.349 -0.452 0.15
H -1.665 2.143 -2.708 0.916 -0.833 0.131 0.21
H 0.884 2.146 -3.233 -0.123 -0.496 -0.338 0.40
H 1.027 0.797 -2.361 -0.492 0.107 -0.220 0.43
H 0.448 0.700 -3.869 -1.056 -0.164 0.018 0.41
H -2.500 1.385 -0.529 0.052 -0.438 0.857 0.32
H -0.717 0.809 1.678 -2.489 1.388 -2.589 0.50
C -0.062 -0.775 2.360 -0.019 -1.327 -0.351 -0.07
O -0.103 0.600 2.323 2.509 0.112 2.206 -0.73
C 0.787 -1.374 1.202 1.004 0.755 -0.384 -0.25
N 1.150 -2.812 1.247 -0.925 1.071 -0.358 -0.82
H 0.411 -1.057 3.308 -0.246 -0.227 -0.010 0.16
H -1.109 -1.135 2.299 0.451 -0.419 0.229 0.15
H 0.278 -1.158 0.216 0.603 -0.178 0.997 0.18
H 1.774 -0.834 1.252 -0.966 -0.137 -0.342 0.18
H 1.542 -3.004 2.145 0.513 -0.125 0.683 0.34
H 0.262 -3.273 1.274 -0.498 -0.813 -0.155 0.34
```
Forces are in eV/Å.

Summary:
Total charge: 0
M, g mol⁻¹: 119.17
Calculated total energy, hartree: -399.57348
LUMO level, eV: -0.21

***

Listing energy above the lowest of the compared OMol25 structures with the same formula, charge and spin for the structures above in their given order: 2.268, 7.510, 4.729 eV.
Listing max |F| for the structures above in their given order: 0.0363, 0.1193, 0.0932 hartree/bohr.